# C5H9N2O

C5H9N2O as an isolated structure (ωB97M-V with the def2-TZVPD basis set, OMol25).

Computed properties:
Orbital gap ... 11.2 eV
LUMO level ... -3.440 eV
Electronic energy ... -380.2017 Ha
Strongest force on any atom ... 2.9 eV Å⁻¹
HOMO energy ... -14.656 eV
Total charge ... +1
Energy above the lowest of the compared OMol25 structures with the same formula, charge and spin ... 156.9 kcal/mol

Geometry (Å):
C (-1.3727, -0.9137, 0.3137)
C (-0.7171, -0.6877, -1.0602)
C (0.9123, 0.8382, 1.2346)
C (1.5634, -0.4397, 1.5815)
C (-1.0409, 0.6862, -1.7150)
N (2.1709, 0.7253, 0.9642)
N (-0.0463, -0.4241, 0.1517)
O (0.9028, -1.3028, 0.6263)
H (-2.1256, -0.1949, 0.5142)
H (-1.5210, -1.9417, 0.7068)
H (-0.3109, -1.4423, -1.7915)
H (0.2420, 1.7309, 1.3244)
H (1.8902, -0.8040, 2.6032)
H (-0.2522, 0.9936, -2.3199)
H (-1.3183, 1.4415, -0.9508)
H (-1.8637, 0.6985, -2.5259)
H (2.8871, 1.0368, 0.3426)

Mulliken population analysis, charges in e, atoms 1 to 8:
1 C -0.494
2 C 0.121
3 C -0.099
4 C -0.010
5 C -1.141
6 N -0.156
7 N 0.338
8 O -0.370